ORCA calculation (ωB97M-V/def2-TZVPD) on a 2-piece molecular cluster, C9H13N3O3 overall at a distorted geometry.

```
28
Properties=species:S:1:pos:R:3:lowdin_charge:R:1
H -1.657 2.946 2.208 0.089
N -1.036 2.218 1.748 0.092
C -0.273 2.521 0.817 -0.196
C 0.694 1.437 0.253 -0.192
C 1.519 1.767 -0.781 -0.131
C 2.461 0.960 -1.319 -0.087
C 2.544 -0.314 -0.779 -0.006
C 1.637 -0.825 0.151 -0.315
O 1.922 -2.047 0.598 -0.083
C 0.961 -2.692 1.528 -0.022
C 0.753 0.086 0.689 0.021
H -0.068 3.490 0.419 0.094
H 1.272 2.762 -1.312 0.133
H 3.035 1.345 -2.186 0.120
H 3.359 -0.973 -1.016 0.114
H 0.035 -3.171 1.091 0.101
H 0.645 -1.939 2.292 0.088
H 1.646 -3.434 1.995 0.095
H -0.110 -0.128 1.289 0.091
N -2.139 0.393 -2.044 0.088
C -2.170 -0.854 -1.409 -0.156
N -2.519 -1.048 -0.224 -0.378
O -2.706 -2.073 0.382 -0.042
O -2.879 0.125 0.494 0.010
H -1.404 0.639 -2.717 0.094
H -2.289 1.226 -1.469 0.082
H -2.107 -1.773 -1.973 0.149
H -3.175 -0.266 1.379 0.149
```

HOMO energy: -8.06 eV
relative energy (zero: lowest compared OMol25 entry of this formula, charge and spin): 615.37 kJ/mol
net charge: 0
total energy: -20151.31401 eV
SMILES: [H]/N=C/c1cccc(OC)c1.N/C=[N+](/[O-])O
HOMO-LUMO gap: 8.6 eV